[1]
The following is a quantum chemistry calculation of a cluster of 2 separate species, C7H14N2 in total at a distorted geometry, from the Open Molecules 2025 dataset.

Positions of all 23 atoms, in Å:
C -1.079 0.159 2.733
C -2.698 -0.335 -0.234
C -1.734 0.445 0.353
C 1.896 -0.329 0.457
C -3.362 -0.116 -1.530
C 2.611 -0.646 1.647
C 1.788 0.632 -1.742
N 2.427 0.239 -0.581
N -1.356 0.236 1.586
H -0.873 0.174 3.738
H 0.810 -0.473 0.208
H -2.981 -1.346 0.126
H -1.513 1.394 -0.129
H -2.536 -0.126 -2.330
H -4.097 -0.829 -1.550
H -3.838 0.867 -1.578
H 2.651 -1.745 1.747
H 3.636 -0.622 1.608
H 2.148 -0.407 2.540
H 0.668 0.428 -1.771
H 2.170 0.316 -2.737
H 1.863 1.745 -2.040
H 3.398 0.338 -0.520

Calculated values
Kohn-Sham gap, eV: 9.37
LUMO level, eV: -8.42
Largest force on an atom, eV/Å: 7.81
Relative energy (zero: lowest compared OMol25 entry of this formula, charge and spin), eV: 2.658
2S+1: 1
HOMO, eV: -17.79
Charge: +2
E_tot, Ha: -383.8611

Löwdin atomic charges, in units of e: atom 1 (C): 0.38, atom 2 (C): -0.02, atom 3 (C): -0.14, atom 4 (C): -0.03, atom 5 (C): -0.03, atom 6 (C): 0.01, atom 7 (C): -0.06, atom 8 (N): 0.05, atom 9 (N): 0.09, atom 10 (H): 0.12, atom 11 (H): 0.14, atom 12 (H): 0.15, atom 13 (H): 0.16, atom 14 (H): 0.15, atom 15 (H): 0.06, atom 16 (H): 0.11, atom 17 (H): 0.15, atom 18 (H): 0.09, atom 19 (H): 0.08, atom 20 (H): 0.11, atom 21 (H): 0.13, atom 22 (H): 0.15, atom 23 (H): 0.17

[2]
The following is a quantum chemistry calculation of a structure of composition C14H28N2O4RuSe3 at a distorted geometry, from the Open Molecules 2025 dataset.

Positions of all 52 atoms, in Å:
Ru 0.415 0.064 0.233
O 3.033 -1.377 -4.576
C 3.018 -0.049 -4.083
C 2.268 -0.043 -2.742
C 2.180 1.402 -2.296
O 1.727 1.461 -0.921
C 0.903 -0.685 -2.995
Se -0.566 -0.045 -1.926
C 3.105 -0.857 -1.755
Se 2.227 -1.411 -0.106
H 3.557 -1.408 -5.382
H 2.502 0.621 -4.781
H 4.036 0.330 -3.936
H 1.507 1.955 -2.956
H 3.170 1.863 -2.340
H 1.514 2.378 -0.712
H 0.974 -1.763 -2.872
H 0.562 -0.495 -4.014
H 4.001 -0.307 -1.465
H 3.404 -1.783 -2.242
C -1.638 1.001 3.429
O -0.367 0.957 2.806
C 0.689 1.342 3.669
C 1.968 1.139 2.902
O 1.913 1.774 1.626
C 1.924 3.195 1.728
H -1.651 0.381 4.329
H -2.363 0.603 2.720
H -1.907 2.028 3.694
H 0.705 0.719 4.571
H 0.558 2.384 3.983
H 2.134 0.081 2.697
H 2.818 1.516 3.480
H 2.623 3.513 2.504
H 0.931 3.591 1.952
H 2.272 3.607 0.781
C -2.913 -4.135 0.761
N -3.387 -2.792 0.419
C -4.659 -2.480 -0.032
C -4.690 -1.150 -0.216
N -3.441 -0.659 0.136
C -3.122 0.764 0.118
C -2.647 -1.673 0.512
Se -0.877 -1.763 1.131
H -3.763 -4.810 0.735
H -2.479 -4.134 1.757
H -2.161 -4.453 0.042
H -5.413 -3.232 -0.178
H -5.479 -0.504 -0.555
H -3.075 1.127 -0.905
H -2.156 0.910 0.597
H -3.886 1.305 0.675

Calculated values
Kohn-Sham gap (spin up / spin down), eV: 6.84 / 6.52
LUMO level (spin up / spin down), eV: -3.35 / -3.39
Largest force on an atom, eV/Å: 1.33
Relative energy (zero: lowest compared OMol25 entry of this formula, charge and spin), eV: 0.341
2S+1: 2
HOMO (spin up / spin down), eV: -10.19 / -9.91
Charge: +1
E_tot, Ha: -8259.6308

Löwdin atomic charges, in units of e: atom 1 (Ru): 0.40, atom 2 (O): -0.04, atom 3 (C): -0.22, atom 4 (C): -0.57, atom 5 (C): -0.18, atom 6 (O): -0.26, atom 7 (C): -0.52, atom 8 (Se): 0.72, atom 9 (C): -0.48, atom 10 (Se): 0.70, atom 11 (H): 0.10, atom 12 (H): 0.14, atom 13 (H): 0.13, atom 14 (H): 0.13, atom 15 (H): 0.14, atom 16 (H): 0.09, atom 17 (H): 0.07, atom 18 (H): 0.07, atom 19 (H): 0.08, atom 20 (H): 0.07, atom 21 (C): -0.10, atom 22 (O): -0.30, atom 23 (C): -0.20, atom 24 (C): -0.19, atom 25 (O): -0.28, atom 26 (C): -0.07, atom 27 (H): 0.10, atom 28 (H): 0.05, atom 29 (H): 0.10, atom 30 (H): 0.14, atom 31 (H): 0.13, atom 32 (H): 0.10, atom 33 (H): 0.14, atom 34 (H): 0.10, atom 35 (H): 0.10, atom 36 (H): 0.09, atom 37 (C): -0.03, atom 38 (N): -0.12, atom 39 (C): -0.02, atom 40 (C): -0.02, atom 41 (N): -0.10, atom 42 (C): -0.05, atom 43 (C): -0.63, atom 44 (Se): 0.71, atom 45 (H): 0.10, atom 46 (H): 0.08, atom 47 (H): 0.10, atom 48 (H): 0.13, atom 49 (H): 0.13, atom 50 (H): 0.07, atom 51 (H): 0.04, atom 52 (H): 0.11

[3]
The following is a quantum chemistry calculation of a cluster of 13 separate species, C27H54Cl12O21 in total at a distorted geometry, from the Open Molecules 2025 dataset.

Positions of all 114 atoms, in Å:
C -2.019 5.180 -0.146
O -3.058 4.394 0.396
C -3.293 3.199 -0.142
O -2.624 2.654 -0.981
O -4.383 2.718 0.431
C -4.969 1.531 -0.122
H -1.961 6.107 0.426
H -2.199 5.478 -1.179
H -1.035 4.719 -0.037
H -5.376 1.756 -1.104
H -5.735 1.235 0.583
H -4.193 0.765 -0.172
C -4.868 -3.909 0.489
O -6.007 -4.621 0.069
C -6.431 -5.570 0.894
O -6.010 -5.778 2.005
O -7.397 -6.244 0.288
C -8.122 -7.138 1.115
H -4.415 -3.443 -0.387
H -4.124 -4.503 1.012
H -5.079 -3.041 1.124
H -8.874 -7.627 0.509
H -8.560 -6.624 1.972
H -7.452 -7.887 1.545
C -0.489 6.655 -5.569
O 0.024 5.354 -5.345
C -0.523 4.661 -4.348
O -1.486 4.976 -3.712
O 0.188 3.541 -4.203
C -0.296 2.637 -3.209
H -0.083 7.371 -4.852
H -1.576 6.672 -5.550
H -0.139 6.969 -6.550
H -0.023 1.624 -3.515
H -1.378 2.661 -3.139
H 0.194 2.832 -2.259
C 1.115 -3.614 1.222
O 0.563 -4.558 2.126
C -0.735 -4.816 2.004
O -1.473 -4.374 1.161
O -1.061 -5.687 2.954
C -2.441 -6.001 3.117
H 0.944 -2.580 1.528
H 0.708 -3.736 0.215
H 2.185 -3.803 1.178
H -2.622 -6.062 4.186
H -2.708 -6.909 2.580
H -3.095 -5.217 2.731
C 1.449 2.016 0.326
O 0.108 1.584 0.174
C -0.216 0.438 0.761
O 0.506 -0.214 1.468
O -1.455 0.167 0.421
C -2.044 -1.016 0.940
H 1.566 2.882 -0.324
H 2.180 1.262 0.042
H 1.631 2.387 1.336
H -2.731 -1.404 0.198
H -2.669 -0.731 1.789
H -1.297 -1.762 1.188
C 6.603 -2.068 0.475
O 7.639 -1.078 0.529
C 7.367 0.178 0.219
O 8.164 1.068 0.294
O 6.085 0.355 -0.144
C 5.722 1.631 -0.647
H 6.085 -2.109 -0.474
H 5.913 -1.914 1.306
H 7.095 -3.017 0.675
H 5.834 2.377 0.140
H 4.684 1.574 -0.960
H 6.341 1.901 -1.501
C 3.048 -1.562 -0.713
O 2.833 -2.725 -1.518
C 3.367 -3.845 -1.090
O 4.107 -3.980 -0.152
O 2.898 -4.835 -1.849
C 3.637 -6.042 -1.826
H 3.496 -0.784 -1.332
H 3.717 -1.774 0.113
H 2.084 -1.210 -0.349
H 4.696 -5.878 -2.058
H 3.308 -6.675 -2.647
H 3.553 -6.541 -0.863
C 3.759 -0.336 3.881
Cl 2.257 -1.020 4.504
Cl 3.720 0.104 2.183
H 3.987 0.518 4.510
H 4.572 -1.048 3.991
C -5.123 0.854 3.712
Cl -3.482 1.450 3.593
Cl -5.357 -0.645 2.766
H -5.357 0.581 4.734
H -5.828 1.593 3.350
C 3.131 2.679 -4.200
Cl 2.879 0.947 -3.876
Cl 3.229 3.559 -2.668
H 4.014 2.800 -4.814
H 2.252 3.047 -4.718
C 1.817 7.050 -0.336
Cl 0.757 6.899 -1.739
Cl 2.054 5.528 0.527
H 2.788 7.333 -0.727
H 1.482 7.794 0.375
C -3.030 -0.013 -3.008
Cl -4.696 0.377 -3.535
Cl -2.999 -1.599 -2.244
H -2.430 -0.027 -3.911
H -2.694 0.771 -2.336
C 3.010 4.158 4.996
Cl 3.750 2.944 6.042
Cl 3.147 3.776 3.273
H 1.953 4.227 5.219
H 3.523 5.094 5.172

Calculated values
Kohn-Sham gap, eV: 10.74
LUMO level, eV: 0.22
Largest force on an atom, eV/Å: 1.74
Relative energy (zero: lowest compared OMol25 entry of this formula, charge and spin), eV: 0.000
2S+1: 1
HOMO, eV: -10.52
Charge: 0
E_tot, Ha: -8163.5622

Here are the Löwdin charges for atoms 1 to 99, given in e: atom 1 (C): -0.06, atom 2 (O): 0.01, atom 3 (C): -0.60, atom 4 (O): 0.12, atom 5 (O): -0.01, atom 6 (C): -0.03, atom 7 (H): 0.09, atom 8 (H): 0.08, atom 9 (H): 0.07, atom 10 (H): 0.07, atom 11 (H): 0.07, atom 12 (H): 0.08, atom 13 (C): -0.05, atom 14 (O): 0.03, atom 15 (C): -0.62, atom 16 (O): 0.12, atom 17 (O): 0.01, atom 18 (C): -0.05, atom 19 (H): 0.07, atom 20 (H): 0.07, atom 21 (H): 0.07, atom 22 (H): 0.09, atom 23 (H): 0.10, atom 24 (H): 0.10, atom 25 (C): -0.05, atom 26 (O): 0.00, atom 27 (C): -0.63, atom 28 (O): 0.12, atom 29 (O): -0.04, atom 30 (C): -0.04, atom 31 (H): 0.08, atom 32 (H): 0.10, atom 33 (H): 0.09, atom 34 (H): 0.08, atom 35 (H): 0.08, atom 36 (H): 0.08, atom 37 (C): -0.03, atom 38 (O): 0.03, atom 39 (C): -0.60, atom 40 (O): 0.11, atom 41 (O): 0.01, atom 42 (C): -0.03, atom 43 (H): 0.08, atom 44 (H): 0.11, atom 45 (H): 0.09, atom 46 (H): 0.10, atom 47 (H): 0.10, atom 48 (H): 0.07, atom 49 (C): -0.08, atom 50 (O): 0.00, atom 51 (C): -0.61, atom 52 (O): 0.08, atom 53 (O): 0.00, atom 54 (C): -0.05, atom 55 (H): 0.02, atom 56 (H): 0.06, atom 57 (H): 0.05, atom 58 (H): 0.01, atom 59 (H): 0.04, atom 60 (H): 0.08, atom 61 (C): -0.04, atom 62 (O): 0.02, atom 63 (C): -0.62, atom 64 (O): 0.14, atom 65 (O): -0.07, atom 66 (C): -0.05, atom 67 (H): 0.08, atom 68 (H): 0.08, atom 69 (H): 0.10, atom 70 (H): 0.10, atom 71 (H): 0.05, atom 72 (H): 0.10, atom 73 (C): -0.04, atom 74 (O): 0.03, atom 75 (C): -0.65, atom 76 (O): 0.11, atom 77 (O): 0.01, atom 78 (C): -0.05, atom 79 (H): 0.07, atom 80 (H): 0.05, atom 81 (H): 0.08, atom 82 (H): 0.10, atom 83 (H): 0.09, atom 84 (H): 0.10, atom 85 (C): -1.01, atom 86 (Cl): 0.54, atom 87 (Cl): 0.62, atom 88 (H): -0.02, atom 89 (H): 0.03, atom 90 (C): -0.99, atom 91 (Cl): 0.57, atom 92 (Cl): 0.53, atom 93 (H): 0.02, atom 94 (H): 0.03, atom 95 (C): -0.96, atom 96 (Cl): 0.53, atom 97 (Cl): 0.55, atom 98 (H): 0.03, atom 99 (H): 0.00

[4]
The following is a quantum chemistry calculation of a structure of composition C29H29N9O4PbS2 at a distorted geometry, from the Open Molecules 2025 dataset.

Positions of all 74 atoms, in Å:
Pb -0.148 0.527 1.467
C 4.320 1.901 2.096
O 3.775 1.051 3.106
C 2.604 0.607 2.650
N 2.237 1.040 1.495
C 3.151 2.094 1.097
C 3.576 2.118 -0.343
C 4.610 2.974 -0.710
C 4.978 3.104 -2.035
C 4.327 2.370 -3.011
C 3.310 1.502 -2.650
C 2.936 1.374 -1.321
C 1.786 -0.309 3.458
C 2.401 -0.881 4.650
C 2.009 -2.095 5.093
C 1.038 -2.836 4.380
C 0.541 -2.285 3.221
N 0.981 -1.144 2.678
C -0.604 -2.874 2.556
N -1.383 -2.240 1.768
C -2.484 -3.120 1.430
C -2.094 -4.463 2.114
O -0.938 -4.147 2.867
C -2.743 -3.266 -0.048
C -2.329 -2.299 -0.952
C -2.637 -2.434 -2.295
C -3.323 -3.546 -2.749
C -3.735 -4.514 -1.850
C -3.463 -4.364 -0.503
H 5.163 1.381 1.621
H 4.668 2.823 2.561
H 2.625 3.044 1.272
H 5.115 3.550 0.051
H 5.778 3.778 -2.307
H 4.617 2.477 -4.046
H 2.809 0.917 -3.409
H 2.138 0.708 -1.029
H 3.114 -0.274 5.179
H 2.424 -2.505 6.002
H 0.671 -3.779 4.748
H -3.403 -2.709 1.880
H -1.831 -5.229 1.376
H -2.864 -4.857 2.782
H -1.774 -1.447 -0.587
H -2.367 -1.654 -2.991
H -3.539 -3.656 -3.801
H -4.280 -5.380 -2.197
H -3.819 -5.098 0.207
N -2.979 0.737 1.274
N -3.549 1.997 1.409
C -2.794 3.113 1.438
N -3.403 4.303 1.489
N -1.489 2.960 1.365
N -0.617 3.955 1.519
O -0.988 5.066 1.882
O 0.534 3.680 1.290
H -3.108 0.337 0.350
H -3.263 0.092 2.003
H -4.559 2.097 1.383
H -4.400 4.413 1.528
H -2.783 5.097 1.654
S 0.426 1.183 3.906
S -1.735 1.199 -2.189
C -0.981 0.832 -3.621
N -0.295 -0.355 -3.737
C 0.245 -0.802 -4.894
C 0.180 -0.046 -6.023
C -0.445 1.223 -5.952
C -1.009 1.644 -4.784
H -0.235 -0.920 -2.898
H 0.706 -1.777 -4.863
H 0.590 -0.404 -6.953
H -0.481 1.846 -6.833
H -1.509 2.595 -4.714

Calculated values
Kohn-Sham gap, eV: 5.77
LUMO level, eV: -0.13
Largest force on an atom, eV/Å: 1.72
Relative energy (zero: lowest compared OMol25 entry of this formula, charge and spin), eV: 1.261
2S+1: 1
HOMO, eV: -5.89
Charge: 0
E_tot, Ha: -2905.3544

Löwdin atomic charges, in units of e: atom 1 (Pb): 1.07, atom 2 (C): -0.07, atom 3 (O): 0.03, atom 4 (C): -0.46, atom 5 (N): -0.03, atom 6 (C): -0.25, atom 7 (C): -0.17, atom 8 (C): -0.04, atom 9 (C): -0.09, atom 10 (C): -0.10, atom 11 (C): -0.08, atom 12 (C): -0.02, atom 13 (C): -0.65, atom 14 (C): -0.07, atom 15 (C): -0.08, atom 16 (C): -0.03, atom 17 (C): -0.26, atom 18 (N): -0.12, atom 19 (C): -0.30, atom 20 (N): 0.11, atom 21 (C): -0.26, atom 22 (C): -0.10, atom 23 (O): 0.02, atom 24 (C): -0.18, atom 25 (C): -0.05, atom 26 (C): -0.09, atom 27 (C): -0.09, atom 28 (C): -0.08, atom 29 (C): -0.05, atom 30 (H): 0.14, atom 31 (H): 0.13, atom 32 (H): 0.13, atom 33 (H): 0.12, atom 34 (H): 0.10, atom 35 (H): 0.10, atom 36 (H): 0.09, atom 37 (H): 0.09, atom 38 (H): 0.11, atom 39 (H): 0.10, atom 40 (H): 0.10, atom 41 (H): 0.15, atom 42 (H): 0.13, atom 43 (H): 0.13, atom 44 (H): 0.04, atom 45 (H): 0.07, atom 46 (H): 0.10, atom 47 (H): 0.10, atom 48 (H): 0.11, atom 49 (N): -0.03, atom 50 (N): -0.01, atom 51 (C): -0.40, atom 52 (N): 0.19, atom 53 (N): 0.05, atom 54 (N): -0.44, atom 55 (O): 0.03, atom 56 (O): 0.03, atom 57 (H): 0.05, atom 58 (H): 0.09, atom 59 (H): 0.16, atom 60 (H): 0.11, atom 61 (H): 0.09, atom 62 (S): 0.37, atom 63 (S): 0.61, atom 64 (C): -0.80, atom 65 (N): 0.04, atom 66 (C): -0.08, atom 67 (C): -0.07, atom 68 (C): -0.05, atom 69 (C): -0.09, atom 70 (H): 0.13, atom 71 (H): 0.13, atom 72 (H): 0.10, atom 73 (H): 0.11, atom 74 (H): 0.10